*w*
This record from the OMol25 dataset describes a cluster of 6 separate species, H12O6 in total. The level of theory is ωB97M-V with the def2-TZVPD basis set.

Computed properties:
- HOMO energy (eV) = -10.74
- LUMO level (eV) = 0.3974
- orbital gap (eV) = 11.135
- multiplicity = 1
- total charge = 0

Atoms and positions in Å:
H (1.044, -1.589, -0.549)
H (-1.365, -3.307, 1.423)
H (1.254, 0.591, 1.370)
H (-0.236, 1.556, -0.167)
H (-1.627, -1.932, 0.729)
O (-0.389, 0.836, 0.414)
H (-2.547, -1.897, -1.693)
H (-0.155, 0.121, -0.174)
O (0.964, 3.044, -0.915)
H (1.151, 3.937, -0.784)
O (-2.657, -1.642, -0.775)
H (2.109, 1.570, 2.269)
O (2.133, 0.792, 1.662)
O (-1.009, -2.463, 1.306)
H (1.739, 2.548, -0.702)
H (-2.579, -0.692, -0.754)
O (0.704, -0.984, -1.166)
H (1.458, -0.495, -1.498)

How is the electron density shared among the atoms? According to natural (NBO), the charges in e are: H 0.49; H 0.46; H 0.50; H 0.48; H 0.50; O -0.98; H 0.48; H 0.48; O -0.95; H 0.48; O -0.95; H 0.47; O -0.98; O -0.98; H 0.48; H 0.48; O -0.94; H 0.48

***

*x*
This record from the OMol25 dataset describes a cluster of 6 separate species, H12O6 in total. The level of theory is ωB97M-V with the def2-TZVPD basis set.

Computed properties:
- HOMO energy (eV) = -10.88
- LUMO level (eV) = 0.2070
- orbital gap (eV) = 11.088
- multiplicity = 1
- total charge = 0

Atoms and positions in Å:
O (-1.394, -1.295, 10.181)
H (1.174, -1.008, -2.295)
O (-0.742, 2.704, 1.537)
H (1.377, 1.749, -1.106)
H (2.063, -3.116, -3.916)
O (0.903, -1.927, -2.446)
O (1.469, 0.942, -1.618)
H (2.100, -4.046, -5.109)
O (2.114, -4.055, -4.148)
H (-1.330, 2.261, 2.156)
O (-2.032, 2.996, -3.189)
H (-1.620, 3.845, -3.326)
H (1.378, 1.187, -2.537)
H (-1.326, -1.793, 9.365)
H (-1.672, 2.210, -3.592)
H (-1.373, 3.167, 0.971)
H (-2.200, -1.527, 10.650)
H (1.111, -2.295, -1.576)

How is the electron density shared among the atoms? According to natural (NBO), the charges in e are: O -0.95; H 0.48; O -0.94; H 0.49; H 0.48; O -0.96; O -0.96; H 0.46; O -0.95; H 0.47; O -0.97; H 0.48; H 0.47; H 0.47; H 0.49; H 0.47; H 0.47; H 0.47

***

*w* is favored, and the nearest alternative lies 0.529 eV above it.

***

*w*
This record from the OMol25 dataset describes a cluster of 2 separate species, C2H3F2IO in total. The level of theory is ωB97M-V with the def2-TZVPD basis set.

Computed properties:
- HOMO energy (alpha / beta) (eV) = -10.15 / -10.15
- LUMO level (alpha / beta) (eV) = -1.1943 / -1.1943
- orbital gap (alpha / beta) (eV) = 8.960 / 8.959
- multiplicity = 1
- total charge = 0

Atoms and positions in Å:
I (-1.434, 0.878, -2.011)
F (1.378, 0.871, 0.000)
H (-1.065, 1.352, 0.540)
H (1.773, -1.263, -0.788)
C (0.559, -0.103, -0.005)
O (0.919, -1.328, -0.346)
C (-0.863, 0.329, 0.092)
F (0.404, -0.301, 2.169)
H (-1.673, -0.435, 0.350)

How is the electron density shared among the atoms? According to natural (NBO), the charges in e are: I 0.03; F -0.25; H 0.29; H 0.51; C 0.96; O -0.59; C -0.55; F -0.71; H 0.29

***

*x*
This record from the OMol25 dataset describes an isolated molecule of C2H3F2IO. The level of theory is ωB97M-V with the def2-TZVPD basis set.

Computed properties:
- HOMO energy (eV) = -9.86
- LUMO level (eV) = 0.1582
- orbital gap (eV) = 10.017
- multiplicity = 1
- total charge = 0

Atoms and positions in Å:
F (1.623, 0.197, -0.620)
H (-0.086, -1.248, 1.083)
C (0.326, 0.366, -0.306)
C (-0.472, -0.812, 0.175)
H (0.813, 2.120, 0.943)
H (-1.431, -0.504, 0.560)
O (0.201, 1.320, 0.918)
I (-0.771, -2.352, -1.311)
F (-0.204, 0.912, -1.442)

How is the electron density shared among the atoms? According to natural (NBO), the charges in e are: F -0.32; H 0.26; C 0.90; C -0.61; H 0.50; H 0.26; O -0.77; I 0.12; F -0.33

***

*x* is favored, and the nearest alternative lies 2.124 eV above it.

***

*w*
This record from the OMol25 dataset describes a cluster of 2 separate species, C3H10N4O in total. The level of theory is ωB97M-V with the def2-TZVPD basis set.

Computed properties:
- HOMO energy (alpha / beta) (eV) = -6.93 / -6.93
- LUMO level (alpha / beta) (eV) = 0.9469 / 0.9469
- orbital gap (alpha / beta) (eV) = 7.880 / 7.879
- multiplicity = 1
- total charge = 0

Atoms and positions in Å:
H (-1.267, 2.469, 0.260)
N (-1.993, -0.267, 0.434)
C (-0.534, 2.082, -0.450)
H (1.035, -2.436, -1.207)
H (-2.515, -0.162, 1.296)
H (-0.644, -2.505, -0.634)
H (-2.371, 0.382, -0.253)
H (-1.049, 1.934, -1.404)
H (0.273, 2.795, -0.596)
H (0.180, -2.033, 1.576)
N (1.270, 0.428, -0.393)
C (0.703, -1.760, 0.671)
N (0.352, -2.425, -0.464)
C (0.069, 0.784, 0.030)
H (1.755, -1.567, 0.805)
O (2.319, 1.272, 0.123)
N (-0.617, -0.126, 0.714)
H (3.036, 1.135, -0.506)

How is the electron density shared among the atoms? According to natural (NBO), the charges in e are: H 0.21; N -0.69; C -0.70; H 0.40; H 0.36; H 0.40; H 0.35; H 0.22; H 0.25; H 0.19; N -0.36; C 0.07; N -0.80; C 0.37; H 0.22; O -0.61; N -0.32; H 0.46

***

*x*
This record from the OMol25 dataset describes a cluster of 2 separate species, C3H10N4O in total. The level of theory is ωB97M-V with the def2-TZVPD basis set.

Computed properties:
- HOMO energy (alpha / beta) (eV) = -6.65 / -6.65
- LUMO level (alpha / beta) (eV) = -0.2354 / -0.2378
- orbital gap (alpha / beta) (eV) = 6.417 / 6.411
- multiplicity = 1
- total charge = 0

Atoms and positions in Å:
H (1.726, 0.815, 0.383)
C (-0.701, 0.970, 2.170)
N (0.131, -0.462, -2.319)
H (0.836, 1.693, -0.964)
H (0.822, -2.402, -0.629)
H (-0.005, -1.405, -2.660)
H (2.044, -1.540, 0.082)
C (0.815, -0.431, -1.096)
H (0.373, 0.919, 2.377)
N (-0.898, 0.820, 0.753)
N (1.465, -1.626, -0.740)
H (-1.616, 1.396, 0.316)
C (1.042, 0.768, -0.450)
H (-1.079, 1.928, 2.533)
H (-0.783, -0.015, -2.290)
O (-1.944, -0.884, -0.480)
N (-1.044, -0.694, 0.301)
H (-1.185, 0.151, 2.715)

How is the electron density shared among the atoms? According to natural (NBO), the charges in e are: H 0.19; C -0.43; N -0.82; H 0.20; H 0.36; H 0.37; H 0.38; C 0.26; H 0.18; N -0.55; N -0.83; H 0.36; C -0.42; H 0.22; H 0.37; O -0.31; N 0.29; H 0.19

***

*x* is favored, and the nearest alternative lies 0.513 eV above it.

***

*w*
This record from the OMol25 dataset describes an isolated molecule of C4H8N2O2. The level of theory is ωB97M-V with the def2-TZVPD basis set.

Computed properties:
- HOMO energy (alpha / beta) (eV) = -6.74 / -6.74
- LUMO level (alpha / beta) (eV) = 0.1299 / 0.1287
- orbital gap (alpha / beta) (eV) = 6.870 / 6.865
- multiplicity = 1
- total charge = 0

Atoms and positions in Å:
H (-0.889, -1.678, 1.102)
H (-0.598, -1.389, 2.790)
C (-0.946, -0.900, 1.877)
H (-1.997, -0.666, 2.090)
O (-0.974, -0.780, -1.172)
C (0.240, -0.209, -0.927)
C (0.382, 1.097, -0.427)
H (1.970, -0.226, -2.047)
H (1.679, 1.783, -1.703)
H (-0.375, 2.268, 1.232)
C (-0.234, 1.263, 0.839)
N (1.211, -0.794, -1.703)
H (0.902, -1.568, -2.272)
N (-0.150, 0.263, 1.656)
H (-1.612, -0.442, -0.532)
O (1.391, 1.975, -0.804)

How is the electron density shared among the atoms? According to natural (NBO), the charges in e are: H 0.15; H 0.21; C -0.43; H 0.18; O -0.66; C 0.53; C 0.00; H 0.39; H 0.46; H 0.16; C 0.13; N -0.81; H 0.40; N -0.55; H 0.50; O -0.67

***

*x*
This record from the OMol25 dataset describes an isolated molecule of C4H8N2O2. The level of theory is ωB97M-V with the def2-TZVPD basis set.

Computed properties:
- HOMO energy (eV) = -8.50
- LUMO level (eV) = 0.5652
- orbital gap (eV) = 9.068
- multiplicity = 1
- total charge = 0

Atoms and positions in Å:
O (1.957, -1.584, -0.449)
C (-0.294, -1.282, 0.355)
H (-0.806, 2.920, -0.851)
C (0.969, -0.684, -0.021)
H (2.666, -1.699, 0.264)
O (-1.019, -0.693, 1.367)
H (-1.058, 0.945, -2.100)
N (-0.270, 2.164, 0.921)
C (-0.608, 1.990, -0.333)
H (-0.405, -0.923, -1.937)
C (-0.264, -0.468, -0.958)
H (-0.125, 1.289, 1.431)
H (-0.098, -2.370, 0.269)
H (1.503, 0.225, 0.474)
N (-0.785, 0.884, -1.115)
H (-0.596, -0.840, 2.204)

How is the electron density shared among the atoms? According to natural (NBO), the charges in e are: O -0.72; C 0.03; H 0.17; C 0.03; H 0.48; O -0.69; H 0.40; N -0.72; C 0.28; H 0.22; C -0.08; H 0.33; H 0.20; H 0.21; N -0.61; H 0.47

***

*y*
This record from the OMol25 dataset describes an isolated molecule of C4H8N2O2. The level of theory is ωB97M-V with the def2-TZVPD basis set.

Computed properties:
- HOMO energy (eV) = -9.65
- LUMO level (eV) = 0.5298
- orbital gap (eV) = 10.183
- multiplicity = 1
- total charge = 0

Atoms and positions in Å:
O (-0.470, 1.911, 0.156)
H (-1.144, -2.191, 1.042)
H (1.649, 2.182, 0.275)
H (2.338, 0.634, 1.107)
H (2.999, 1.310, -0.612)
C (-0.520, -1.583, 0.345)
N (1.076, 0.401, -0.503)
N (-1.072, -0.270, 0.030)
H (1.354, -0.521, -0.883)
C (-0.171, 0.769, -0.101)
C (-2.387, -0.132, -0.415)
C (2.170, 1.170, 0.077)
O (-2.966, 0.888, -0.600)
H (0.311, -1.231, 0.918)
H (-2.784, -1.170, -0.257)
H (-0.382, -2.166, -0.579)

How is the electron density shared among the atoms? According to natural (NBO), the charges in e are: O -0.58; H 0.22; H 0.26; H 0.18; H 0.21; C -0.43; N -0.65; N -0.50; H 0.40; C 0.77; C 0.56; C -0.44; O -0.51; H 0.23; H 0.09; H 0.20

***

*z*
This record from the OMol25 dataset describes a cluster of 2 separate species, C4H8N2O2 in total. The level of theory is ωB97M-V with the def2-TZVPD basis set.

Computed properties:
- HOMO energy (eV) = -9.16
- LUMO level (eV) = 0.6323
- orbital gap (eV) = 9.795
- multiplicity = 1
- total charge = 0

Atoms and positions in Å:
C (-0.716, 1.312, -0.210)
C (-1.020, -1.019, 0.365)
N (0.709, 1.020, 0.221)
H (-1.557, -0.619, -1.512)
H (-0.722, -0.871, 1.647)
O (3.093, 0.344, -0.204)
H (-1.527, -2.026, 0.340)
C (0.948, -0.139, -0.179)
H (2.429, -1.526, 0.218)
H (-1.543, 1.580, 0.659)
H (-0.815, 1.884, -1.181)
O (0.178, -1.236, -0.377)
H (2.707, 1.199, 0.800)
C (-1.693, 0.107, -0.484)
H (-2.647, 0.669, 0.162)
N (2.174, -0.677, -0.264)

How is the electron density shared among the atoms? According to natural (NBO), the charges in e are: C -0.26; C -0.11; N -0.55; H 0.25; H 0.18; O -0.54; H 0.20; C 0.66; H 0.38; H 0.20; H 0.22; O -0.51; H 0.43; C -0.47; H 0.24; N -0.31

***

*y* is favored, and the nearest alternative lies 2.061 eV above it.

***

*w*
This record from the OMol25 dataset describes a cluster of 2 separate species, C2H5OP in total. The level of theory is ωB97M-V with the def2-TZVPD basis set.

Computed properties:
- HOMO energy (eV) = -8.60
- LUMO level (eV) = 0.7803
- orbital gap (eV) = 9.385
- multiplicity = 1
- total charge = 0

Atoms and positions in Å:
H (-0.572, -1.378, 1.811)
C (-0.418, -0.178, -0.448)
O (-0.696, 1.078, -0.992)
H (-0.809, 1.149, -1.918)
C (0.003, -0.252, 0.979)
H (-1.035, -1.101, -0.825)
H (2.154, 0.562, 0.180)
H (-0.017, 0.753, 1.457)
P (1.390, -0.632, -0.244)

How is the electron density shared among the atoms? According to natural (NBO), the charges in e are: H 0.20; C -0.13; O -0.72; H 0.49; C -0.63; H 0.21; H -0.01; H 0.25; P 0.34

***

*x*
This record from the OMol25 dataset describes an isolated molecule of C2H5OP. The level of theory is ωB97M-V with the def2-TZVPD basis set.

Computed properties:
- HOMO energy (eV) = -9.17
- LUMO level (eV) = 0.8194
- orbital gap (eV) = 9.987
- multiplicity = 1
- total charge = 0

Atoms and positions in Å:
P (1.240, 0.517, -0.448)
H (-0.608, -0.890, 0.440)
O (2.392, -0.440, 0.236)
H (-0.460, 2.100, 0.344)
H (-1.276, 0.012, -0.992)
H (2.084, -0.860, 1.132)
C (-0.178, 1.071, 0.665)
H (-0.071, 0.832, 1.639)
C (-0.454, -0.146, -0.262)

How is the electron density shared among the atoms? According to natural (NBO), the charges in e are: P 1.01; H 0.22; O -0.97; H 0.23; H 0.24; H 0.49; C -0.68; H 0.21; C -0.75

***

*x* is favored, and the nearest alternative lies 2.424 eV above it.

***

*w*
This record from the OMol25 dataset describes the ion CH4NO2S with charge -1. The level of theory is ωB97M-V with the def2-TZVPD basis set.

Computed properties:
- HOMO energy (eV) = -3.77
- LUMO level (eV) = 4.2795
- orbital gap (eV) = 8.054
- multiplicity = 1
- total charge = -1

Atoms and positions in Å:
C (-0.145, -0.311, 1.022)
O (1.588, 0.681, -0.611)
N (-0.792, 0.631, -1.512)
S (0.343, -0.128, -0.719)
H (0.828, -0.296, 1.591)
O (0.551, -1.478, -1.271)
H (-0.895, 1.521, -0.878)
H (-0.725, 0.530, 1.284)
H (-0.752, -1.150, 1.095)

How is the electron density shared among the atoms? According to natural (NBO), the charges in e are: C -0.88; O -1.06; N -1.23; S 2.24; H 0.22; O -1.02; H 0.31; H 0.20; H 0.21

***

*x*
This record from the OMol25 dataset describes a cluster of 2 separate species, CH4NO2S in total. The level of theory is ωB97M-V with the def2-TZVPD basis set.

Computed properties:
- HOMO energy (eV) = -3.12
- LUMO level (eV) = 3.9333
- orbital gap (eV) = 7.049
- multiplicity = 1
- total charge = -1

Atoms and positions in Å:
C (-1.056, -0.171, -0.189)
N (-0.512, -1.062, -0.873)
O (3.208, 0.661, -1.149)
H (-2.130, -0.239, -0.041)
H (0.500, -0.948, -0.983)
H (2.127, 0.491, 1.003)
O (3.749, -1.195, 0.390)
S (3.570, 0.265, 0.232)
H (-0.556, 0.683, 0.281)

How is the electron density shared among the atoms? According to natural (NBO), the charges in e are: C -0.05; N -0.61; O -1.06; H 0.13; H 0.37; H -0.26; O -1.05; S 1.38; H 0.16

***

*w* is favored, and the nearest alternative lies 0.857 eV above it.